[1]
C33H56BrO4PPtSi as an isolated structure at a distorted geometry. Source: OMol25; level of theory: wB97M-V/def2-TZVPD.

Geometry as XYZ:
```
97
Properties=species:S:1:pos:R:3:mulliken_charge:R:1
Pt 1.87 -1.16 1.69 1.7163
C 2.62 -4.22 3.55 -0.4825
O 2.29 -4.47 2.20 -0.2476
P 1.35 -3.40 1.44 0.1556
O 1.60 -3.90 -0.06 -0.3251
C 2.62 -3.24 -0.80 -0.5364
O -0.08 -4.09 1.73 -0.4744
C -1.26 -3.31 1.64 -0.1412
H 3.53 -4.78 3.78 0.2350
H 1.83 -4.55 4.22 0.2454
H 2.80 -3.15 3.71 0.0908
H 2.38 -3.34 -1.86 0.1651
H 3.59 -3.69 -0.60 0.2906
H 2.65 -2.18 -0.52 0.1073
H -1.92 -3.63 2.44 0.3661
H -1.74 -3.48 0.67 0.0998
H -1.03 -2.25 1.75 -0.0914
C 3.84 0.43 3.81 -1.9606
C 3.91 1.12 2.44 3.7303
C 5.39 1.32 2.07 -1.8624
C 3.15 0.32 1.43 -2.3560
C 3.17 2.45 2.38 -0.0681
C 2.34 2.90 3.40 0.2895
C 1.65 4.10 3.28 -0.8917
C 1.75 4.86 2.14 -0.4358
C 2.56 4.42 1.10 -1.1314
C 3.26 3.24 1.22 -0.1281
H 4.41 -0.49 3.77 0.3730
H 2.81 0.18 4.06 0.2549
H 4.26 1.06 4.60 0.3984
H 5.92 0.37 2.08 0.4838
H 5.87 1.98 2.80 0.4259
H 5.51 1.76 1.09 0.3395
H 3.32 0.66 0.40 0.3106
H 2.22 2.33 4.30 0.4460
H 1.02 4.43 4.09 0.4124
H 1.20 5.79 2.04 0.4476
H 2.66 5.01 0.20 0.3966
H 3.87 2.92 0.39 0.3038
C -1.03 0.32 5.24 -1.8350
C -0.33 0.38 3.91 0.8500
O 0.54 -0.48 3.66 -0.5281
C -0.68 1.45 2.99 0.9145
C -1.60 2.46 3.32 -0.9392
C -1.88 3.47 2.43 -1.1041
C -1.23 3.54 1.20 -0.9895
C -0.34 2.54 0.86 -0.4591
C -0.08 1.50 1.72 2.0820
H -0.62 -0.50 5.82 0.4252
H -2.10 0.16 5.09 0.3949
H -0.90 1.25 5.79 0.3854
H -2.11 2.44 4.27 0.4603
H -2.61 4.23 2.69 0.4496
H -1.42 4.36 0.52 0.5362
H 0.16 2.58 -0.10 0.3956
H 0.60 0.69 1.44 -1.9258
C 0.53 0.53 -4.32 -1.9187
C -0.92 0.81 -3.91 2.4005
C -1.73 1.06 -5.18 -1.6686
C -0.88 2.12 -3.12 -2.0371
Si -1.66 -0.62 -2.79 -0.4947
Br -0.12 -0.89 -1.13 0.0374
C -3.28 -0.13 -1.79 2.6862
C -4.45 0.17 -2.74 -1.7008
C -3.72 -1.25 -0.84 -2.1468
C -3.06 1.11 -0.91 -2.3934
C -1.67 -2.39 -3.64 2.3297
C -1.93 -3.52 -2.64 -1.6425
C -0.32 -2.72 -4.30 -2.1003
C -2.76 -2.43 -4.72 -1.6850
H 0.95 1.42 -4.79 0.5840
H 0.61 -0.27 -5.04 0.3299
H 1.14 0.30 -3.46 0.2625
H -1.36 1.94 -5.69 0.4678
H -2.78 1.23 -4.96 0.2561
H -1.66 0.22 -5.87 0.3362
H -0.27 2.86 -3.64 0.6850
H -0.44 1.97 -2.14 0.2095
H -1.87 2.56 -3.00 0.2881
H -4.71 -0.70 -3.34 0.2803
H -4.21 0.99 -3.40 0.3543
H -5.33 0.46 -2.16 0.4748
H -4.10 -2.11 -1.39 0.3596
H -4.53 -0.90 -0.21 0.6047
H -2.90 -1.56 -0.20 0.2253
H -2.99 2.02 -1.50 0.2654
H -2.17 1.03 -0.29 0.2874
H -3.91 1.24 -0.24 0.7103
H -1.22 -3.50 -1.82 0.0792
H -1.84 -4.48 -3.14 0.6169
H -2.94 -3.47 -2.23 0.2870
H 0.50 -2.58 -3.60 0.3059
H -0.14 -2.11 -5.18 0.3488
H -0.31 -3.76 -4.62 0.5930
H -3.74 -2.29 -4.29 0.3389
H -2.75 -3.39 -5.23 0.4677
H -2.61 -1.66 -5.47 0.2510
```

Properties
Lowest unoccupied orbital energy (spin up / spin down), eV: -0.151 / -0.151
Electronic energy, Ha: -4916.21505
HOMO-LUMO gap (spin up / spin down), eV: 6.731 / 6.730
Net charge: 0
Max |F|, eV Å⁻¹: 2.18

---

[2]
A 3-piece molecular cluster, C33H56ClF6N4O7PS overall at a distorted geometry. Source: OMol25; level of theory: wB97M-V/def2-TZVPD.

Geometry as XYZ:
```
109
Properties=species:S:1:pos:R:3:mulliken_charge:R:1
H -7.15 1.24 -1.41 0.2789
N -6.91 0.32 -0.93 -0.4912
C -6.80 0.63 0.40 -0.1058
C -6.45 -0.40 1.63 -0.5295
C -4.87 -0.42 2.08 -0.1655
O -4.07 -1.52 1.52 -0.2346
C -4.08 -1.56 0.06 -0.2843
Cl -5.30 -2.93 -0.41 -0.2093
C -2.56 -1.84 -0.58 0.1601
C -2.64 -2.64 -2.01 -0.0621
C -3.49 -1.80 -3.19 -0.4326
C -2.91 -2.43 -4.63 -0.5326
C -1.67 -1.56 -5.26 -0.5860
C -0.17 -2.02 -4.78 -0.3019
N -0.01 -3.50 -4.53 -0.4987
O -1.81 -2.51 0.48 0.1877
C -0.40 -2.76 0.12 0.5532
F 0.18 -1.78 -0.84 -0.4816
C 0.56 -2.64 1.48 0.1411
C 2.17 -2.67 1.15 -0.3878
C 3.08 -2.05 2.40 -0.5162
P 3.41 -0.19 1.98 0.7926
O 3.76 0.50 3.40 -0.7522
O 2.01 0.66 1.38 -0.0492
C 2.29 2.08 1.10 -0.3950
C 1.17 3.12 1.77 -0.4603
O 4.79 0.07 0.95 -0.4243
C 4.46 -0.08 -0.48 0.0003
C 5.19 -1.40 -1.18 -0.8334
C -0.21 -4.35 -0.37 -0.6247
C -1.41 -5.34 0.16 -0.5215
C -1.21 -5.80 1.75 0.5961
C -1.67 -7.35 2.01 -1.2050
C -2.04 -4.85 2.81 -0.8723
S -4.01 1.28 1.95 0.9808
O -3.50 1.60 0.53 -0.5386
O -5.00 2.46 2.33 -0.6419
C -2.65 1.37 3.28 0.3611
F -2.11 2.75 3.44 -0.2318
F -3.30 0.99 4.57 -0.2700
C -1.43 0.31 3.04 0.7017
F -1.78 -1.11 3.40 -0.2115
F -0.97 0.47 1.64 0.0074
F -0.35 0.69 4.03 -0.2545
H -6.97 1.78 0.70 0.2668
H -6.89 -1.49 1.44 0.3531
H -7.05 0.00 2.58 0.3682
H -4.89 -0.62 3.26 0.4494
H -4.47 -0.60 -0.48 0.3309
H -2.16 -0.74 -0.84 0.1789
H -3.03 -3.76 -1.91 0.1534
H -1.55 -2.75 -2.46 -0.1964
H -3.30 -0.64 -3.13 0.2500
H -4.62 -2.09 -3.16 0.2826
H -3.76 -2.47 -5.46 0.3621
H -2.64 -3.55 -4.39 0.2688
H -1.71 -1.70 -6.45 0.2600
H -1.75 -0.39 -5.09 0.2808
H 0.70 -1.67 -5.47 0.3694
H 0.01 -1.49 -3.72 0.0171
H 0.94 -3.75 -4.16 0.2143
H -0.29 -4.08 -5.35 0.1947
H 0.35 -1.67 2.11 -0.6630
H 0.37 -3.55 2.24 -0.0169
H 2.49 -2.07 0.20 -0.2073
H 2.52 -3.79 0.97 0.4523
H 2.57 -2.21 3.44 0.3315
H 4.15 -2.57 2.33 0.3633
H 3.35 2.43 1.48 0.3748
H 2.22 2.27 -0.07 0.1977
H 1.72 3.94 2.43 0.1130
H 0.50 3.65 0.94 0.2690
H 0.42 2.58 2.49 -0.1005
H 3.31 -0.18 -0.71 0.1117
H 4.83 0.88 -1.08 0.2555
H 4.93 -1.31 -2.34 0.2949
H 4.65 -2.34 -0.70 0.1773
H 6.35 -1.38 -0.97 0.2966
H -0.25 -4.31 -1.54 0.1567
H 0.80 -4.82 0.00 0.3603
H -1.28 -6.36 -0.45 0.3674
H -2.50 -4.97 -0.08 0.1195
H -0.05 -5.73 1.99 0.0697
H -2.72 -7.56 1.52 0.2713
H -0.81 -8.04 1.62 0.3377
H -1.83 -7.46 3.18 0.3269
H -3.20 -4.93 2.74 0.2762
H -1.75 -5.24 3.90 0.3831
H -1.76 -3.72 2.80 0.0058
C 1.22 8.47 1.53 -0.5323
C 1.54 7.34 2.33 -0.3770
C 2.82 6.95 1.99 -0.4782
N 3.27 7.79 1.00 0.0774
C 2.31 8.72 0.73 -0.3744
H 0.30 9.03 1.55 0.3773
H 0.92 6.87 3.08 0.4173
H 3.44 6.14 2.35 0.4006
H 4.18 7.74 0.56 0.1589
H 2.47 9.49 -0.02 0.3342
C 6.35 5.52 -2.48 -0.4480
C 6.21 6.25 -3.68 -0.4125
C 5.99 7.57 -3.33 -0.4873
N 5.99 7.65 -1.97 0.0077
C 6.21 6.40 -1.44 -0.4290
H 6.53 4.45 -2.39 0.4307
H 6.26 5.87 -4.69 0.3772
H 5.83 8.45 -3.94 0.3650
H 5.84 8.49 -1.43 0.2142
H 6.26 6.25 -0.37 0.3945
```

Properties
Lowest unoccupied orbital energy, eV: -0.620
Electronic energy, Ha: -3835.06802
ΔE to the lowest compared entry with this formula, charge and spin, kJ/mol: 1646.5
HOMO-LUMO gap, eV: 7.616
Net charge: 0
SMILES string: [H]/N=C/C[C@@H](O[C@H](Cl)[C@H](CCCCCN)O[C@@](F)(CCCP(=O)(OCC)OCC)CCC(C)C)S(=O)(=O)C(F)(F)C(F)(F)F.c1cc[nH]c1.c1cc[nH]c1
Max |F|, eV Å⁻¹: 8.66